Entry 1:
{"formula": "C15H20N2O2", "method": "ωB97M-V/def2-TZVPD", "symbols": ["C", "C", "C", "C", "C", "C", "C", "N", "C", "O", "C", "O", "N", "C", "C", "C", "C", "C", "C", "H", "H", "H", "H", "H", "H", "H", "H", "H", "H", "H", "H", "H", "H", "H", "H", "H", "H", "H", "H"], "positions_angstrom": [[-4.3351, 0.6127, 1.1343], [-3.3055, -0.1606, 0.4151], [-2.9469, -1.3924, 0.6224], [-1.9487, -2.1614, -0.0756], [-1.0250, -1.4806, -1.0048], [-1.1434, -0.1885, -0.9138], [-2.3244, 0.3893, -0.2801], [-2.0116, 1.8935, -0.5703], [-1.0046, 2.0963, -1.2880], [-0.6688, 3.3026, -1.8715], [-0.1222, 0.6283, -1.4005], [0.0296, 0.4242, -2.8582], [1.2176, 0.8411, -0.8781], [1.0794, 1.4843, 0.4374], [2.4116, 1.4099, 1.3327], [2.6423, -0.1734, 1.4209], [2.1190, -1.0254, 0.4246], [2.9969, -2.2548, 0.0233], [2.0227, -0.0355, -1.1169], [-3.9306, 1.2540, 1.5965], [-4.8757, 1.1719, 0.5501], [-4.9251, -0.1354, 1.6352], [-3.7816, -2.1822, 0.9555], [-1.9249, -3.3977, -0.0940], [-0.2580, -2.0880, -1.3071], [-2.8241, 2.3416, -0.2078], [0.5251, 1.2908, -3.3541], [0.3804, 0.9619, 1.3170], [0.7316, 2.4875, 0.5375], [2.4172, 1.9686, 2.3330], [3.1177, 1.6389, 0.4092], [2.3103, -0.3985, 2.4180], [3.8500, 0.0065, 1.3685], [1.0901, -1.4192, 0.6993], [3.1686, -2.6876, 1.1906], [2.4898, -2.7070, -0.5921], [4.0157, -1.8832, -0.1676], [1.7557, -0.7198, -1.6680], [2.9849, 0.2873, -1.1724]], "forces_ev_per_a": [[-2.79, -10.82, -4.00], [-0.05, 4.19, -0.01], [-1.14, -11.01, -0.41], [-0.01, -1.13, -1.34], [-3.58, -4.55, 4.70], [-2.71, -0.20, 1.77], [6.57, 4.70, -4.07], [-5.55, -4.69, 3.83], [6.01, 6.47, -5.00], [-1.46, -6.63, 3.00], [0.60, 7.39, -4.91], [1.31, 2.50, -0.62], [-11.57, 10.56, 3.07], [0.21, -1.05, 5.40], [-0.68, -1.39, -4.87], [4.67, 4.44, 2.78], [-0.84, -1.52, -4.69], [5.08, 6.14, 11.54], [8.43, -5.23, 8.20], [5.70, 8.18, 7.83], [-3.65, 2.42, -3.90], [-0.43, 0.41, 0.76], [1.79, 1.97, 0.27], [-0.27, 3.62, 0.54], [1.91, -0.80, -1.53], [0.23, 2.01, -0.67], [-2.09, -3.18, 2.72], [0.58, 0.34, -2.67], [-0.36, 0.80, -1.39], [0.17, -0.68, -1.96], [-0.33, 0.89, 2.79], [0.20, -0.70, 0.70], [-2.42, -1.91, 0.53], [1.00, 0.67, -0.54], [-0.52, -0.13, -3.41], [-4.40, -5.70, -6.39], [-0.49, -0.39, -0.79], [-2.29, -6.44, -6.48], [3.16, 0.46, -0.78]], "spin_multiplicity": 1, "relative_energy_kj_mol": 1398.1, "smiles": "Cc1cccc2c1NC(=O)[C@@]2(O)N1CCC[C@H](C)C1", "fmax_ev_per_a": 16.0}

---

Entry 2:
{"formula": "C13H20IrN4O2PS7", "method": "ωB97M-V/def2-TZVPD", "symbols": ["Ir", "N", "C", "N", "C", "C", "S", "C", "C", "S", "C", "N", "N", "H", "H", "H", "H", "H", "H", "S", "C", "S", "S", "C", "C", "C", "O", "P", "S", "S", "O", "C", "C", "C", "H", "H", "H", "H", "H", "H", "H", "H", "H", "H", "H", "H", "H", "H"], "positions_angstrom": [[1.1881, -0.8871, 0.3369], [2.9250, 0.1736, 3.3706], [2.0826, -0.8497, 3.5310], [1.5502, -1.5300, 2.5620], [0.7776, -2.5732, 3.0114], [0.7243, -2.6994, 4.3634], [1.6626, -1.4627, 5.1213], [0.1762, -3.4140, 1.9986], [-0.4312, -4.6194, 2.1500], [-0.8389, -5.2940, 0.6111], [-0.1353, -3.8795, -0.1608], [0.3063, -3.0008, 0.6912], [-0.1095, -3.7317, -1.4923], [3.0515, 0.5226, 2.4280], [3.1277, 0.7868, 4.1397], [0.2083, -3.4244, 4.9568], [-0.6378, -5.1622, 3.0467], [-0.2117, -4.5463, -2.0748], [0.4957, -2.9958, -1.8398], [5.2255, -0.7379, -2.1179], [3.9026, -0.9423, -1.1311], [2.9011, -2.3157, -1.2168], [3.4692, 0.2419, 0.0329], [1.1832, 3.3912, -2.4864], [0.4971, 3.9105, -1.2370], [-0.8037, 4.6307, -1.5593], [0.2880, 2.8757, -0.2634], [-0.4684, 1.4945, -0.3373], [-0.3657, 0.8505, 1.5633], [0.2539, 0.2073, -1.7359], [-1.9359, 1.9721, -0.7568], [-3.0677, 1.1452, -1.0267], [-2.9613, 0.4821, -2.3939], [-3.2674, 0.1222, 0.0770], [1.4989, 4.2401, -3.0887], [0.5077, 2.7744, -3.0743], [2.0569, 2.7959, -2.2248], [1.1708, 4.5935, -0.7043], [-1.4850, 3.9605, -2.0744], [-0.6038, 5.4913, -2.1941], [-1.2753, 4.9690, -0.6403], [-3.8979, 1.8654, -1.0257], [-2.2257, -0.3179, -2.3675], [-2.6620, 1.2082, -3.1466], [-3.9270, 0.0672, -2.6707], [-2.4277, -0.5728, 0.0816], [-4.1899, -0.4288, -0.0777], [-3.3045, 0.6155, 1.0443]], "forces_ev_per_a": [[2.53, -0.68, 0.06], [0.06, 0.37, -0.11], [0.15, -0.09, 0.83], [-0.01, 0.35, -1.90], [-0.04, -0.16, 0.94], [0.05, 0.19, -0.50], [0.10, 0.09, -0.57], [-0.46, -0.86, -0.07], [0.18, 0.40, -0.25], [0.33, 0.52, -0.15], [-0.38, -0.66, 0.50], [-0.48, 1.15, -0.37], [-0.01, 0.17, -0.41], [0.07, -0.07, 0.07], [-0.01, -0.02, -0.04], [-0.18, -0.18, 0.06], [0.01, -0.12, 0.28], [0.01, 0.09, 0.05], [-0.03, 0.00, -0.03], [-0.53, -0.15, 0.55], [1.39, 0.34, -0.93], [-1.79, 0.90, 1.47], [-2.18, 0.04, 0.18], [0.11, 0.00, 0.26], [0.10, 0.47, -0.49], [0.17, -0.11, 0.21], [-0.06, -0.34, 0.19], [-0.14, 0.47, -0.03], [0.88, -1.19, -1.16], [0.64, -0.64, 1.88], [0.81, 0.28, 0.16], [-0.72, -0.47, -0.16], [-0.05, 0.15, 0.17], [0.03, 0.19, -0.06], [0.02, 0.06, -0.09], [-0.05, -0.03, -0.10], [0.03, -0.02, -0.04], [-0.11, -0.12, -0.15], [-0.08, 0.02, -0.09], [0.06, 0.06, -0.03], [-0.11, 0.07, 0.04], [0.15, -0.20, -0.02], [-0.09, -0.02, -0.08], [0.00, 0.04, -0.10], [-0.14, -0.02, -0.03], [-0.07, -0.14, 0.04], [-0.13, -0.07, -0.09], [-0.04, -0.04, 0.11]], "total_energy_ev": -111839.560, "spin_multiplicity": 1, "fmax_ev_per_a": 2.6}

---

Entry 3:
{"formula": "C23H50FN4O2P", "method": "ωB97M-V/def2-TZVPD", "symbols": ["C", "C", "C", "P", "C", "O", "N", "C", "O", "F", "H", "H", "H", "H", "H", "C", "C", "N", "C", "C", "C", "C", "H", "H", "H", "H", "H", "H", "H", "H", "H", "H", "H", "H", "H", "H", "H", "C", "C", "N", "C", "C", "C", "C", "H", "H", "H", "H", "H", "H", "H", "H", "H", "H", "H", "H", "H", "H", "H", "C", "C", "N", "C", "C", "C", "C", "H", "H", "H", "H", "H", "H", "H", "H", "H", "H", "H", "H", "H", "H", "H"], "positions_angstrom": [[0.3901, 1.8233, -4.3923], [-0.0549, 0.7127, -4.6616], [-0.5555, -0.7056, -5.1360], [-1.8466, -1.4096, -3.9056], [-3.5879, -1.0237, -4.5246], [-4.4587, -1.8308, -4.2355], [-4.0072, 0.1730, -5.2844], [-4.6256, 1.1356, -4.4120], [-5.3379, 2.0156, -4.8203], [-4.4783, 1.0807, -3.0047], [0.9225, 2.8068, -4.5197], [-1.0637, -0.6057, -6.1387], [0.2892, -1.4569, -5.1535], [-1.7115, -0.6971, -2.6568], [-3.2524, 0.5767, -5.8493], [2.1545, 6.4667, -0.1360], [0.9185, 5.5773, -0.0760], [1.0192, 4.3841, -0.9050], [-0.2555, 3.6952, -1.0826], [-0.9124, 3.0890, 0.1586], [2.1665, 3.5202, -0.6579], [2.3468, 2.9633, 0.7536], [2.3998, 6.7313, -1.1677], [1.9705, 7.3941, 0.4123], [3.0254, 5.9879, 0.3173], [0.0745, 6.1789, -0.4279], [0.7098, 5.3293, 0.9742], [-0.1398, 2.9108, -1.8383], [-0.9631, 4.4054, -1.5257], [-0.4030, 2.1830, 0.4877], [-1.9428, 2.8044, -0.0765], [-0.9535, 3.7924, 0.9934], [3.0735, 4.0753, -0.9212], [2.1513, 2.6847, -1.3657], [2.2131, 3.7248, 1.5251], [3.3607, 2.5672, 0.8644], [1.6616, 2.1397, 0.9554], [0.3859, 2.5198, 4.2020], [-0.8461, 1.6253, 4.2544], [-0.7353, 0.4358, 3.4202], [-2.0046, -0.2595, 3.2331], [-2.6647, -0.8760, 4.4667], [0.4162, -0.4219, 3.6692], [0.5955, -0.9827, 5.0807], [0.6326, 2.7881, 3.1717], [0.1972, 3.4450, 4.7526], [1.2574, 2.0430, 4.6564], [-1.6917, 2.2245, 3.9017], [-1.0578, 1.3722, 5.3026], [-1.8796, -1.0391, 2.4736], [-2.7134, 0.4492, 2.7899], [-2.1515, -1.7805, 4.7930], [-3.6920, -1.1651, 4.2245], [-2.7143, -0.1777, 5.3048], [1.3210, 0.1397, 3.4118], [0.4084, -1.2546, 2.9580], [0.4548, -0.2244, 5.8540], [1.6115, -1.3725, 5.1926], [-0.0843, -1.8110, 5.2787], [2.2024, -6.6656, -1.8230], [2.1696, -5.1529, -1.6430], [0.8278, -4.5891, -1.6991], [0.8161, -3.1369, -1.8262], [1.3866, -2.3189, -0.6666], [-0.1445, -5.1418, -0.7645], [0.1853, -5.0779, 0.7277], [1.6948, -6.9640, -2.7438], [3.2381, -7.0088, -1.8859], [1.7370, -7.1875, -0.9840], [2.7657, -4.7216, -2.4537], [2.6827, -4.8952, -0.7060], [-0.2076, -2.8000, -2.0240], [1.3758, -2.8733, -2.7320], [0.7146, -2.3071, 0.1915], [1.5149, -1.2784, -0.9821], [2.3646, -2.6815, -0.3430], [-0.3118, -6.1914, -1.0284], [-1.1170, -4.6674, -0.9307], [1.2091, -5.3902, 0.9446], [-0.4800, -5.7496, 1.2779], [0.0332, -4.0786, 1.1355]], "forces_ev_per_a": [[0.12, -0.71, -1.36], [0.34, -0.31, -0.80], [-0.01, 2.28, 1.41], [0.54, -1.40, -0.28], [-1.60, -0.62, 0.35], [1.78, 1.66, -0.36], [0.72, -0.25, 2.60], [-1.96, 2.16, -0.62], [1.58, -1.48, 0.61], [0.52, -1.08, -2.44], [-1.06, -1.59, 0.73], [0.77, -0.20, 0.97], [-0.99, 1.01, -0.11], [-0.29, 0.36, -1.03], [-0.48, 0.19, 0.37], [0.08, -0.03, 0.04], [0.20, 0.01, 0.00], [-0.21, -0.15, -0.35], [-0.16, 0.11, -0.07], [-0.14, -0.19, 0.01], [0.30, 0.22, -0.02], [0.11, -0.23, 0.11], [-0.02, -0.09, 0.05], [-0.01, -0.08, -0.01], [-0.02, 0.03, -0.05], [-0.09, -0.25, -0.06], [-0.02, 0.08, 0.09], [0.18, 0.04, 0.08], [0.13, 0.11, 0.06], [-0.01, 0.06, 0.10], [0.06, 0.03, 0.01], [0.04, -0.03, -0.03], [-0.10, 0.08, 0.04], [-0.26, 0.09, -0.02], [-0.02, 0.00, -0.06], [-0.04, 0.03, -0.01], [-0.04, 0.08, 0.09], [0.08, -0.02, 0.03], [0.18, 0.02, 0.00], [-0.20, -0.15, -0.32], [-0.11, 0.15, -0.10], [-0.18, -0.18, 0.03], [0.30, 0.22, 0.00], [0.12, -0.20, 0.10], [-0.02, -0.09, 0.05], [-0.01, -0.08, -0.01], [-0.01, 0.03, -0.05], [-0.09, -0.25, -0.07], [-0.03, 0.07, 0.09], [0.19, 0.04, 0.06], [0.12, 0.10, 0.06], [0.01, 0.07, 0.07], [0.06, 0.03, 0.01], [0.04, -0.03, -0.05], [-0.10, 0.08, 0.04], [-0.24, 0.10, -0.02], [-0.02, -0.01, -0.06], [-0.05, 0.03, -0.02], [-0.03, 0.09, 0.08], [-0.04, -0.05, 0.06], [-0.07, -0.17, 0.04], [-0.17, 0.29, -0.24], [0.08, 0.03, -0.10], [0.00, 0.26, 0.05], [-0.02, -0.35, -0.02], [-0.12, 0.00, 0.21], [-0.03, 0.06, 0.08], [-0.06, 0.05, 0.03], [0.00, 0.00, -0.06], [-0.16, 0.21, 0.05], [0.12, -0.02, 0.03], [0.01, -0.25, 0.10], [0.08, -0.16, 0.02], [0.07, -0.04, 0.02], [0.00, -0.05, 0.01], [-0.06, -0.01, -0.01], [0.13, 0.05, -0.04], [0.17, 0.15, -0.13], [-0.02, 0.03, -0.05], [0.03, 0.03, -0.04], [0.11, -0.02, 0.02]], "total_energy_ev": -46719.065, "spin_multiplicity": 1, "smiles": "C#CCPC(=O)NC(=O)F.CCN(CC)CC.CCN(CC)CC.CCN(CC)CC", "fmax_ev_per_a": 3.0}